ORCA calculation (wB97M-V/def2-TZVPD) on a molecular structure, C41H49BN10O2PTl at a distorted geometry.

The highest occupied orbital energy (alpha / beta) comes out at -1.64 / -1.89 eV. As for the multiplicity: 2. Its LUMO energy (alpha / beta) is 2.2864 / 2.2820 eV. The gap between HOMO and LUMO (alpha / beta) comes out at 3.92 / 4.17 eV. As for the total charge: -1.

Structure (XYZ):
```
105
Properties=species:S:1:pos:R:3:forces:R:3:mulliken_charge:R:1
Tl 0.3160 -0.6832 0.1132 1.083 -1.419 2.456 4.49
C 1.4418 -4.4860 0.5736 0.550 -0.403 -0.548 -0.88
C 1.8729 -3.3213 1.4004 0.343 0.466 -1.045 0.45
C 2.5815 -3.3710 2.5762 0.401 -0.295 0.865 -1.92
C 2.7404 -2.0545 2.9446 0.676 0.366 0.251 -0.20
N 2.1327 -1.2568 2.0313 3.821 -1.330 2.698 0.88
N 1.6220 -2.0396 1.0825 3.402 -3.568 2.948 -0.10
B 2.1292 0.3281 2.0444 -0.375 -0.801 0.139 -0.62
N 0.6997 0.9607 2.2633 0.062 3.503 3.168 -0.16
C 0.2816 1.7363 3.2946 0.590 0.335 0.028 -0.14
C -1.0110 2.1459 3.0579 -0.387 0.457 0.821 -1.97
C -1.3326 1.6027 1.8381 0.462 0.214 -0.715 1.11
C -2.6264 1.7558 1.1110 -0.404 -0.247 0.677 -0.92
N -0.2844 0.9048 1.3689 -2.056 4.865 2.986 0.55
N 2.5735 0.8344 0.6450 1.645 1.689 1.550 0.00
C 3.3403 1.8958 0.3020 0.162 0.430 -0.028 -0.08
C 3.3567 2.0041 -1.0704 0.384 0.821 0.696 -2.09
C 2.5400 0.9880 -1.5122 0.352 -1.264 -1.538 0.19
C 2.2004 0.6758 -2.9310 9.142 -2.041 2.210 0.06
N 2.0580 0.3078 -0.4569 2.890 1.271 -2.221 -0.47
N 3.1030 0.7690 3.1951 1.048 0.403 -0.939 0.74
C 4.3970 1.1619 3.1134 0.796 0.207 -0.364 -0.45
C 4.8858 1.3622 4.3848 0.797 0.160 -0.717 -1.16
C 3.8386 1.0436 5.2163 -1.031 -0.454 -0.271 0.72
C 3.8463 1.0746 6.7079 -0.387 -0.120 0.402 -1.24
N 2.7795 0.6686 4.4787 -0.706 0.062 1.775 -1.31
H 1.7694 -5.4389 1.0405 -0.253 0.536 -0.074 0.35
H 0.3354 -4.4886 0.4858 1.339 -0.731 -1.067 0.20
H 1.8893 -4.4073 -0.4390 -0.415 -0.369 0.680 0.41
H 2.9449 -4.2481 3.0950 -0.169 0.091 0.045 0.47
H 3.2727 -1.7265 3.8251 -0.110 0.482 -0.207 0.46
H 0.8496 2.0174 4.1653 0.435 -0.418 -0.251 0.66
H -1.6289 2.7715 3.6884 0.011 -0.202 0.040 0.44
H -3.3322 2.3814 1.6974 0.373 -0.440 -0.145 0.62
H -2.4446 2.2402 0.1292 -0.749 -0.950 2.785 -1.53
H -3.0800 0.7561 0.9477 -0.056 0.633 -0.035 0.07
H 3.8343 2.5784 0.9750 -0.187 -0.366 0.366 0.84
H 3.8752 2.7437 -1.6661 -0.057 -0.189 0.089 0.49
H 2.7135 1.3803 -3.6193 -0.387 -0.530 0.409 0.73
H 2.5211 -0.3597 -3.1691 0.513 1.195 0.304 0.03
H 1.1037 0.7622 -3.0770 7.361 -3.117 0.898 -1.22
H 4.9827 1.2695 2.2152 -0.428 -0.141 -0.219 0.76
H 5.8826 1.6761 4.6652 -0.124 -0.035 -0.116 0.39
H 4.8355 1.4081 7.0866 -0.629 -0.210 -0.247 0.33
H 3.0660 1.7772 7.0673 0.444 -0.463 0.013 0.26
H 3.6327 0.0587 7.1005 0.077 0.643 -0.026 0.26
O 1.9146 -3.8963 -2.3127 -0.556 1.416 1.029 -0.87
C 1.3455 -2.8183 -2.0075 -0.009 -0.883 -2.243 0.74
O 1.0280 -2.3084 -0.8924 0.999 -5.906 -3.389 -0.60
C 0.8985 -1.9128 -3.1293 -0.766 0.048 -0.701 -0.68
P -0.1301 -0.6043 -2.2778 -0.259 -1.091 -6.279 0.08
C -1.8392 -1.1615 -2.6247 -0.492 -0.373 -0.073 1.04
C -2.2007 -2.5005 -2.4077 -0.300 -0.062 -0.135 -0.62
C -3.5051 -2.9472 -2.6401 0.366 0.191 0.109 -0.95
C -4.4796 -2.0564 -3.0796 0.002 0.060 -0.036 -1.07
C -4.1518 -0.7172 -3.2711 0.514 -0.572 0.010 -0.41
C -2.8463 -0.2732 -3.0341 -0.041 -1.030 -0.199 -0.17
C 0.1210 0.7844 -3.4338 -10.980 -1.432 -3.033 1.94
C -0.1074 0.6850 -4.8133 -0.624 0.288 -0.778 -0.46
C 0.1307 1.7736 -5.6571 -0.162 -0.786 0.108 -0.85
C 0.6092 2.9730 -5.1330 0.282 0.739 -0.699 -0.91
C 0.8486 3.0850 -3.7655 -0.313 -0.955 1.252 -1.08
C 0.6056 1.9977 -2.9227 -2.824 8.139 0.711 -0.68
H 0.3472 -2.4562 -3.9013 0.142 -0.075 0.055 0.53
H 1.7937 -1.4672 -3.5759 -0.873 -0.675 -0.226 0.46
H -1.4647 -3.2118 -2.0332 0.007 0.041 -0.219 0.47
H -3.7504 -3.9905 -2.4635 0.003 0.125 -0.020 0.45
H -5.4930 -2.4028 -3.2562 0.085 0.023 -0.014 0.36
H -4.9096 -0.0106 -3.5955 0.024 -0.119 -0.053 0.60
H -2.6267 0.7831 -3.1672 -0.100 -1.951 0.233 -0.93
H -0.4698 -0.2477 -5.2401 0.063 0.057 0.116 0.38
H -0.0500 1.6769 -6.7236 0.015 -0.036 0.084 0.33
H 0.8042 3.8153 -5.7899 -0.023 -0.051 0.054 0.32
H 1.2341 4.0115 -3.3501 0.034 -0.100 0.075 0.33
H 0.8118 2.0938 -1.8580 -0.466 0.270 -0.485 -0.02
N -1.4800 -1.6841 0.7019 -3.575 -2.062 -0.298 -0.07
C -1.5110 -2.2495 1.9857 0.349 -0.279 1.435 0.02
C -0.7836 -3.4125 2.2549 -0.740 -0.077 0.357 0.54
C -0.7094 -3.9242 3.5528 -0.305 0.446 -0.217 -0.45
C -1.3321 -3.2527 4.6020 -0.008 0.046 -0.028 -0.61
C -2.0077 -2.0597 4.3546 0.142 -0.130 -0.401 -0.82
C -2.0744 -1.5495 3.0552 -0.168 -0.150 0.178 -0.20
H -2.2425 -1.0108 0.5350 0.383 -0.816 -0.094 0.15
H -1.4095 -2.4026 -0.0334 -0.743 0.348 0.457 0.19
H -0.2637 -3.9300 1.4533 -1.129 0.665 1.092 -0.52
H -0.1530 -4.8377 3.7445 -0.037 0.142 -0.088 0.40
H -1.2727 -3.6464 5.6130 -0.008 0.060 -0.113 0.35
H -2.4719 -1.5175 5.1738 0.075 -0.021 -0.144 0.43
H -2.5784 -0.6024 2.8850 0.059 -0.079 -0.040 0.22
C -2.4774 3.8435 -0.9900 0.273 0.896 0.140 -1.25
C -2.6226 2.5167 -1.7479 -0.371 0.678 -1.025 0.87
C -4.0670 2.0116 -1.6283 -0.611 -0.366 0.296 -0.71
C -2.2727 2.7285 -3.2272 0.002 0.828 -0.642 -0.60
C -1.7029 1.5153 -1.1646 0.958 -0.471 -1.062 1.22
N -0.9814 0.7298 -0.7070 -5.392 5.080 -2.709 -0.63
H -3.1470 4.6089 -1.3983 0.074 -0.288 -0.151 0.44
H -1.4524 4.2283 -1.0521 -0.122 -0.125 -0.096 0.29
H -2.7158 3.7235 0.0736 -0.033 0.685 -0.583 0.48
H -4.7757 2.7321 -2.0523 0.338 0.099 0.037 0.43
H -4.3460 1.8449 -0.5810 -0.044 0.103 -0.260 0.28
H -4.2018 1.0599 -2.1561 -0.106 0.874 0.603 -0.33
H -2.9372 3.4666 -3.6904 -0.191 -0.057 0.311 0.51
H -2.3617 1.7950 -3.7958 0.380 1.623 -0.466 0.48
H -1.2424 3.0848 -3.3464 -0.638 -0.135 0.084 -0.01
H 0.6180 -0.6685 1.9509 -2.809 -1.540 -0.353 -0.30
```
Forces are in eV/Å.


ORCA calculation (wB97M-V/def2-TZVPD) on a molecular structure, C8H22AlAs2F16N4O10S4 at a distorted geometry.

The highest occupied orbital energy (alpha / beta) comes out at -5.75 / -5.62 eV. As for the multiplicity: 2. Its LUMO energy (alpha / beta) is 3.0787 / -0.2553 eV. The gap between HOMO and LUMO (alpha / beta) comes out at 8.82 / 5.36 eV. As for the total charge: -2.

Structure (XYZ):
```
67
Properties=species:S:1:pos:R:3:forces:R:3:nbo_charge:R:1
Al -0.6183 -0.2687 0.3483 0.874 0.342 -0.170 1.11
As 0.0345 2.7118 4.0422 2.328 0.094 1.179 2.80
F -1.7106 2.6586 4.4409 1.865 0.081 -0.881 -0.61
F 0.4139 1.6269 5.3992 -0.613 0.986 -1.773 -0.59
F 1.8184 2.9464 3.7098 -1.909 -0.819 0.057 -0.63
F -0.1857 3.8008 2.6215 -0.627 0.166 0.874 -0.65
F 0.2927 4.1268 5.1077 -1.005 -0.862 -0.782 -0.63
F -0.0614 1.4182 2.7633 -0.299 0.925 1.520 -0.63
As 0.3666 -2.3686 4.4375 -0.250 -0.164 -0.096 2.80
F 2.1700 -2.0162 4.4432 -2.283 -0.669 0.039 -0.63
F 0.6372 -3.7162 3.2770 -0.223 0.872 1.128 -0.64
F -1.4641 -2.6864 4.3217 2.440 0.349 0.165 -0.64
F 0.0874 -1.0564 5.5602 0.122 -0.894 -0.955 -0.60
F 0.2147 -1.2907 3.0019 -0.081 -0.557 0.739 -0.64
F 0.4946 -3.4848 5.8312 0.011 0.750 -1.384 -0.62
N -3.0999 -0.3672 -1.1230 -2.438 -2.747 -2.356 -1.06
S -4.0917 0.8008 -1.3752 -2.410 7.606 3.574 2.37
O -5.3924 0.8463 -0.6563 2.832 -0.719 -1.959 -0.88
O -4.0051 1.4926 -2.6345 -0.511 -1.306 -0.255 -0.91
F -3.2419 1.8206 -0.4568 0.081 -0.007 0.357 -0.53
S -4.1073 -1.4286 -2.0354 -0.534 -5.936 2.343 2.31
O -3.8070 -1.6240 -3.4251 -0.213 1.238 0.396 -0.89
O -5.4850 -1.6922 -1.5261 3.569 1.289 -1.709 -0.83
F -3.3176 -2.7414 -1.4225 -0.312 0.585 -0.190 -0.54
N 2.0509 0.5615 0.0122 1.303 0.500 -5.529 -1.07
S 3.2852 0.9408 0.8247 3.188 -1.419 10.709 2.36
O 3.6174 2.3280 1.0479 0.097 -0.539 -1.850 -0.88
O 4.3424 -0.0769 0.9873 -1.457 2.170 -1.496 -0.88
F 2.4540 0.6639 2.1637 0.190 -0.060 0.350 -0.51
S 2.9758 0.8736 -1.4293 -1.443 -3.680 -5.106 2.32
O 4.0922 -0.0049 -1.8167 -1.715 2.035 1.692 -0.85
O 2.9611 2.2255 -1.8761 0.275 0.475 0.707 -0.90
F 1.8439 0.2157 -2.3844 -0.212 0.210 0.294 -0.53
C 0.2281 4.9059 -0.5351 -0.348 0.636 -0.201 -0.62
C -0.5587 3.5807 -0.6730 0.480 -0.780 -2.516 -0.10
C -0.3749 2.9884 -2.1473 -0.841 -0.551 0.353 -0.06
O -1.1053 1.7675 -2.2404 -0.026 -0.768 0.592 -0.56
C -1.0545 1.0895 -3.4880 0.619 0.215 -0.226 -0.25
N 0.0113 2.6589 0.2481 0.722 -0.366 -0.001 -0.51
H 0.1365 5.3563 0.4533 -0.259 -0.156 0.026 0.24
H -0.1523 5.6063 -1.2786 -0.319 0.105 0.045 0.22
H 1.2977 4.8782 -0.7428 0.038 -0.792 -0.011 0.23
H -1.6201 3.6324 -0.4306 0.028 0.510 -0.137 0.24
H 0.6783 2.8057 -2.3601 0.261 0.089 0.198 0.19
H -0.7736 3.5933 -2.9617 0.014 0.844 0.296 0.17
H -0.0217 0.8596 -3.7498 0.227 0.194 -0.108 0.17
H -1.5165 1.6605 -4.2934 -0.044 0.368 -0.004 0.17
H -1.5645 0.1262 -3.4929 -0.281 0.214 0.755 0.21
H 0.9642 2.3852 0.0555 0.310 -0.554 -0.510 0.41
H 0.0478 3.0720 1.1691 -0.684 -0.367 1.245 0.44
C -0.3335 -4.5398 -2.4229 -0.368 -1.131 0.961 -0.62
C -0.2771 -3.5214 -1.2754 1.433 -0.673 -1.840 -0.08
C 1.0079 -3.7492 -0.4041 -1.747 1.790 0.030 -0.06
O 1.2172 -2.5476 0.3628 -2.014 -0.690 -0.406 -0.56
C 2.3718 -2.6153 1.1402 1.467 0.063 -0.048 -0.26
N -0.2160 -2.2585 -2.0417 -0.508 1.075 1.235 -0.82
H -1.2521 -4.3623 -2.9821 0.131 0.075 -0.257 0.21
H -0.4354 -5.5559 -2.0419 0.210 -0.299 -0.031 0.20
H 0.5517 -4.4747 -3.0557 -0.061 0.006 -0.073 0.19
H -1.2398 -3.6089 -0.7717 0.378 0.404 0.561 0.22
H 1.8757 -3.9131 -1.0430 0.158 -0.076 -0.192 0.16
H 0.8365 -4.6137 0.2372 0.158 -0.031 0.208 0.19
H 2.4577 -3.4975 1.7746 -0.355 -0.191 -0.124 0.19
H 2.4887 -1.7579 1.8031 -0.332 0.016 -0.303 0.24
H 3.1521 -2.6145 0.3791 0.829 0.036 0.409 0.16
H 0.5806 -2.2542 -2.6625 0.670 0.107 0.337 0.36
H -0.9728 -2.3173 -2.7080 -0.585 0.387 0.100 0.37
```
Forces are in eV/Å.